Formula: C3H6O2
Source: the Open Molecules 2025 dataset
Level of theory: ωB97M-V with the def2-TZVPD basis set

The HOMO-LUMO gap comes out at 10.3 eV. Its highest occupied orbital energy is -9.626 eV. The largest force on an atom is 0.10325 hartree/bohr. As for the structure (SMILES): O[C@@H]1C[C@@H]1O.

```
! wB97M-V def2-TZVPD RIJCOSX def2/J DEFGRID3
* xyz 0 1
O 1.394 -0.679 -1.099
C 0.155 -0.831 -0.344
C -1.025 0.070 -0.437
C -0.105 0.106 0.855
O 0.728 1.160 1.044
H 1.998 -0.067 -0.554
H 0.021 -1.918 -0.138
H -2.002 -0.409 -0.557
H -0.962 0.872 -1.118
H -0.510 -0.349 1.824
H 0.309 2.045 0.523
*
```

Here are the Mulliken charges for atoms 1 to 6, given in e: number 1, O, carries -0.546; number 2, C, carries 0.248; number 3, C, carries -0.755; number 4, C, carries -0.149; number 5, O, carries -0.569; number 6, H, carries 0.333

---

Formula: C21H58O8
Source: the Open Molecules 2025 dataset
Level of theory: ωB97M-V with the def2-TZVPD basis set

The HOMO-LUMO gap comes out at 10.0 eV. Its highest occupied orbital energy is -9.492 eV. The largest force on an atom is 0.02086 hartree/bohr. As for the structure (SMILES): CC(C)O.CC(C)O.CC(C)O.CC(C)O.CC(C)O.CC(C)O.CC(C)O.O.

```
! wB97M-V def2-TZVPD RIJCOSX def2/J DEFGRID3
* xyz 0 1
C 2.303 -1.001 -3.159
C 2.543 0.497 -3.221
C 2.634 0.988 -4.655
O 1.481 1.210 -2.599
H 2.295 -1.333 -2.116
H 3.067 -1.587 -3.673
H 1.338 -1.302 -3.572
H 3.473 0.748 -2.695
H 3.288 0.341 -5.250
H 3.128 1.958 -4.747
H 1.647 0.993 -5.115
H 1.281 0.774 -1.755
C -3.291 -1.289 -2.801
C -3.316 -1.382 -1.290
C -4.667 -0.964 -0.724
O -3.019 -2.737 -0.894
H -3.607 -0.305 -3.150
H -3.926 -2.064 -3.239
H -2.304 -1.505 -3.215
H -2.542 -0.756 -0.841
H -4.701 -1.087 0.361
H -5.477 -1.570 -1.141
H -4.861 0.087 -0.942
H -3.814 -3.275 -0.964
C 1.322 0.932 3.078
C 1.152 1.972 4.177
C 0.030 1.671 5.142
O 2.346 1.968 4.983
H 2.159 1.206 2.431
H 0.450 0.786 2.441
H 1.624 0.000 3.557
H 1.010 2.958 3.723
H 0.144 0.655 5.528
H -0.959 1.763 4.690
H 0.074 2.350 5.994
H 3.079 2.294 4.454
C -3.673 2.588 -0.786
C -2.566 2.705 0.245
C -2.913 2.035 1.556
O -1.369 2.042 -0.246
H -4.671 2.698 -0.350
H -3.715 1.575 -1.203
H -3.587 3.278 -1.624
H -2.269 3.751 0.357
H -3.283 1.024 1.387
H -3.670 2.647 2.051
H -2.047 1.997 2.217
H -1.178 2.362 -1.135
C 3.535 5.604 -0.351
C 2.370 4.801 0.195
C 2.423 3.336 -0.225
O 2.272 4.959 1.603
H 3.504 6.630 0.031
H 3.517 5.683 -1.438
H 4.512 5.249 -0.001
H 1.472 5.241 -0.247
H 1.504 2.809 0.036
H 3.250 2.838 0.288
H 2.530 3.277 -1.307
H 3.097 4.669 2.004
C -1.853 -3.360 2.567
C -0.838 -2.385 1.995
C 0.529 -2.533 2.616
O -0.718 -2.617 0.563
H -1.653 -4.364 2.194
H -2.858 -3.046 2.280
H -1.781 -3.371 3.655
H -1.154 -1.346 2.160
H 1.296 -1.848 2.253
H 0.963 -3.517 2.400
H 0.480 -2.420 3.700
H -1.646 -2.721 0.274
C 0.576 -4.084 -2.595
C 1.066 -4.997 -1.463
C 2.375 -4.512 -0.843
O 0.051 -5.118 -0.473
H -0.293 -4.520 -3.082
H 1.380 -3.897 -3.309
H 0.280 -3.131 -2.146
H 1.230 -5.995 -1.878
H 3.175 -4.668 -1.573
H 2.566 -5.108 0.047
H 2.340 -3.443 -0.623
H -0.132 -4.222 -0.142
O 0.396 -0.136 -0.339
H -0.246 0.541 -0.085
H 0.043 -0.974 -0.009
*
```

Here are the Mulliken charges for atoms 1 to 6, given in e: number 1, C, carries -1.086; number 2, C, carries 0.896; number 3, C, carries -1.534; number 4, O, carries -0.483; number 5, H, carries 0.133; number 6, H, carries 0.445

---

Formula: C23H25GeMgO4Se2
Source: the Open Molecules 2025 dataset
Level of theory: ωB97M-V with the def2-TZVPD basis set

The HOMO-LUMO gap (spin up / spin down) comes out at 8.1 / 6.2 eV. Its highest occupied orbital energy (spin up / spin down) is -7.968 / -7.966 eV. The largest force on an atom is 0.00864 hartree/bohr.

```
! wB97M-V def2-TZVPD RIJCOSX def2/J DEFGRID3
* xyz 0 2
Mg 1.163 -1.259 -0.268
C -4.667 -2.256 -0.379
Se -2.868 -2.796 -0.879
C -2.371 -3.607 0.833
C -1.460 -4.792 0.582
Se 0.244 -4.302 -0.241
C 1.390 -4.525 1.319
H -4.637 -1.607 0.494
H -5.283 -3.130 -0.184
H -5.080 -1.703 -1.220
H -3.295 -3.939 1.310
H -1.897 -2.856 1.468
H -1.938 -5.478 -0.117
H -1.226 -5.341 1.494
H 1.315 -5.549 1.678
H 1.123 -3.828 2.112
H 2.413 -4.342 0.994
O 4.154 -3.321 -1.873
C 3.313 -2.535 -1.611
O 2.100 -2.327 -1.715
C 3.997 -1.026 -0.550
O 5.053 -0.668 -0.933
O 3.105 -0.805 0.268
C -2.063 0.176 1.740
Ge -0.414 0.470 0.708
C 0.663 1.642 1.883
C 1.682 1.144 2.690
C 2.407 1.973 3.535
C 2.124 3.329 3.581
C 1.117 3.848 2.780
C 0.397 3.010 1.941
C -0.928 1.614 -0.818
C -2.247 1.860 -1.100
C -2.644 2.540 -2.277
C -1.711 2.946 -3.182
C -0.333 2.716 -2.942
C 0.654 3.116 -3.876
C 1.979 2.894 -3.638
C 2.383 2.281 -2.434
C 1.450 1.892 -1.515
C 0.061 2.071 -1.747
H -2.435 1.135 2.103
H -1.853 -0.456 2.603
H -2.827 -0.302 1.135
H 1.931 0.086 2.661
H 3.196 1.562 4.151
H 2.690 3.981 4.234
H 0.895 4.907 2.805
H -0.380 3.432 1.312
H -3.018 1.520 -0.419
H -3.696 2.721 -2.460
H -2.007 3.447 -4.095
H 0.336 3.603 -4.790
H 2.723 3.201 -4.361
H 3.436 2.138 -2.228
H 1.784 1.492 -0.564
*
```

Here are the Mulliken charges for atoms 1 to 6, given in e: number 1, Mg, carries 1.176; number 2, C, carries -1.051; number 3, Se, carries 0.087; number 4, C, carries -0.453; number 5, C, carries -1.029; number 6, Se, carries 0.099

---

Formula: C15H31NO3P2Sn
Source: the Open Molecules 2025 dataset
Level of theory: ωB97M-V with the def2-TZVPD basis set

The HOMO-LUMO gap (spin up / spin down) comes out at 3.8 / 3.8 eV. Its highest occupied orbital energy (spin up / spin down) is -5.256 / -5.256 eV. The largest force on an atom is 0.06060 hartree/bohr.

```
! wB97M-V def2-TZVPD RIJCOSX def2/J DEFGRID3
* xyz 0 1
P 0.901 -1.870 1.209
P 0.418 1.948 1.901
C 0.904 -0.339 0.157
C 1.505 0.980 0.727
H -0.145 -0.131 -0.179
H 1.403 -0.544 -0.807
H 2.418 0.797 1.305
H 1.820 1.637 -0.098
C -1.094 2.722 1.274
H -1.469 3.244 2.170
H -1.815 1.885 1.187
H -1.038 3.351 0.372
C 1.353 3.330 2.608
H 1.197 4.144 1.877
H 2.425 3.086 2.673
H 0.992 3.591 3.620
C -0.194 -3.152 0.376
H -0.165 -4.036 1.034
H 0.177 -3.405 -0.624
H -1.284 -2.961 0.247
C 2.535 -2.526 0.761
H 3.260 -1.726 0.960
H 2.539 -2.822 -0.298
H 2.760 -3.378 1.417
Sn -1.908 -0.818 1.127
C 0.056 1.321 -2.130
C -1.254 1.238 -1.815
C -2.258 0.615 -2.715
C -1.822 -0.739 -3.295
C -1.018 -1.618 -2.368
C 0.321 -1.708 -2.471
C 1.195 -0.764 -3.241
C 0.713 0.709 -3.335
C -1.069 -1.650 3.111
H 0.697 2.048 -1.610
H -1.653 1.744 -0.935
H -2.467 1.240 -3.597
H -3.198 0.504 -2.166
H -2.727 -1.300 -3.566
H -1.330 -0.553 -4.268
H -1.617 -2.311 -1.754
H 0.858 -2.586 -2.107
H 1.345 -1.104 -4.284
H 2.209 -0.767 -2.806
H 1.617 1.326 -3.483
H 0.156 0.813 -4.282
H -0.045 -1.326 3.329
H -1.124 -2.740 3.375
H -1.745 -1.070 3.780
O 0.023 1.913 5.132
N -1.148 1.840 4.678
O -1.946 0.979 5.050
O -0.266 0.936 2.778
*
```

Here are the Mulliken charges for atoms 1 to 6, given in e: number 1, P, carries 0.390; number 2, P, carries 1.052; number 3, C, carries 1.210; number 4, C, carries -1.361; number 5, H, carries -1.448; number 6, H, carries 0.051

---

The records above yield DFT total energy values of -268.30095 -1436.83201 -8272.30436 -1767.29547 Ha, respectively.
The records above yield ΔE to the lowest compared entry with this formula, charge and spin values of 273.8 0.0 89.9 252.9 kJ/mol, respectively.